No. 1
128
Properties=species:S:1:pos:R:3:mulliken_charge:R:1 method="wB97M-V/def2-TZVPD" e_above_lowest_kcal_mol=12.52 lumo_energy_ev=0.4 total_energy_ha=-4766.545598
C -7.523 17.505 15.316 -0.58
O -8.424 16.519 14.833 -0.35
P -9.739 16.116 15.639 0.93
O -9.448 16.093 17.091 -0.18
O -10.874 17.115 15.144 -0.39
C -12.091 17.361 15.829 -0.61
O -10.188 14.733 14.987 -0.13
C -10.697 14.549 13.695 -0.69
H -7.794 18.460 14.872 0.47
H -6.476 17.299 15.065 -0.12
H -7.418 17.433 16.403 0.40
H -12.965 17.153 15.219 0.21
H -12.182 18.386 16.198 0.24
H -12.091 16.815 16.776 0.28
H -11.563 15.165 13.423 0.32
H -11.133 13.555 13.593 0.07
H -9.932 14.697 12.931 0.29
C -16.105 11.637 17.256 -0.85
O -14.671 11.485 17.420 0.01
P -13.939 10.354 16.610 0.48
O -14.437 8.964 16.674 -0.78
O -12.400 10.455 17.091 0.22
C -11.570 9.380 16.675 -0.82
O -13.937 10.951 15.099 -0.21
C -13.238 12.179 14.878 -0.29
H -16.510 11.436 18.243 0.27
H -16.465 10.917 16.522 0.36
H -16.320 12.642 16.905 0.27
H -11.716 9.097 15.634 0.28
H -11.653 8.565 17.395 0.28
H -10.505 9.627 16.734 0.27
H -12.335 11.978 14.303 0.18
H -12.830 12.646 15.782 0.04
H -13.947 12.879 14.455 0.22
C -6.265 14.340 17.109 -0.22
O -6.054 12.998 16.674 -0.24
P -4.986 12.171 17.482 1.15
O -3.673 12.814 17.707 -0.74
O -4.883 10.845 16.579 -0.42
C -4.266 9.696 17.131 -0.68
O -5.784 11.684 18.812 -0.06
C -5.082 11.713 20.047 -0.73
H -5.441 14.754 17.690 0.02
H -7.167 14.353 17.720 0.08
H -6.382 15.119 16.353 0.09
H -3.542 9.880 17.930 0.31
H -3.687 9.248 16.321 0.30
H -5.031 9.010 17.498 0.24
H -5.855 11.818 20.820 0.18
H -4.446 12.576 20.228 0.34
H -4.643 10.748 20.306 0.35
C -10.987 19.487 18.940 -0.51
O -10.818 19.587 20.360 -0.31
P -9.497 20.332 20.920 1.05
O -8.339 20.267 20.012 -0.62
O -9.993 21.822 21.270 -0.41
C -10.447 22.732 20.272 -0.63
O -9.333 19.741 22.381 -0.37
C -9.504 18.359 22.660 -0.52
H -10.233 18.796 18.560 0.26
H -10.802 20.428 18.417 0.28
H -12.013 19.180 18.762 0.24
H -11.529 22.832 20.334 0.24
H -10.079 22.442 19.288 0.30
H -10.021 23.705 20.518 0.26
H -8.601 18.054 23.199 0.25
H -9.476 17.724 21.773 0.21
H -10.348 18.146 23.311 0.31
C -1.891 17.898 13.252 -0.71
O -3.222 17.725 13.758 -0.26
C -3.454 17.144 14.915 0.67
O -4.494 17.191 15.515 -0.46
O -2.377 16.493 15.345 -0.41
C -2.452 15.638 16.465 -0.43
H -1.523 16.970 12.827 0.29
H -1.327 18.426 14.018 0.33
H -1.975 18.613 12.433 0.25
H -1.498 15.527 16.975 0.30
H -2.789 14.653 16.139 0.25
H -3.176 15.960 17.215 0.09
C -5.388 21.877 10.057 -0.69
O -6.093 21.017 10.930 -0.34
C -6.132 19.713 10.708 0.71
O -5.997 19.202 9.618 -0.56
O -6.406 19.104 11.855 -0.19
C -6.401 17.679 11.922 -0.19
H -5.856 22.039 9.092 0.29
H -4.327 21.628 10.032 0.31
H -5.348 22.842 10.567 0.26
H -7.115 17.395 11.138 0.39
H -6.901 17.287 12.801 -0.17
H -5.397 17.301 11.753 0.20
C -14.947 15.711 12.250 -0.68
O -15.264 14.341 11.969 -0.35
C -14.271 13.445 11.881 0.85
O -13.143 13.625 12.245 -0.52
O -14.819 12.354 11.369 -0.36
C -14.213 11.097 11.684 -0.58
H -15.447 16.348 11.526 0.30
H -13.862 15.769 12.140 0.28
H -15.260 15.964 13.260 0.25
H -14.930 10.459 12.195 0.27
H -13.308 11.169 12.280 0.25
H -13.948 10.603 10.750 0.31
C -7.633 14.461 21.630 -0.61
O -7.389 15.779 21.198 -0.23
C -6.391 16.076 20.381 0.81
O -5.609 15.252 19.954 -0.62
O -6.386 17.359 20.117 -0.14
C -5.238 17.892 19.446 -0.74
H -8.073 14.486 22.625 0.27
H -6.723 13.870 21.743 0.21
H -8.328 13.999 20.929 0.22
H -5.344 17.657 18.388 0.25
H -4.255 17.556 19.777 0.33
H -5.299 18.953 19.678 0.26
C -10.795 13.405 18.413 0.00
O -11.141 12.410 19.370 -0.16
C -12.401 12.220 19.688 0.74
O -13.327 12.888 19.349 -0.56
O -12.539 11.198 20.568 -0.42
C -11.598 10.144 20.615 -0.57
H -11.386 13.341 17.496 -0.40
H -9.759 13.247 18.135 0.21
H -11.020 14.380 18.842 0.41
H -10.626 10.340 20.170 0.28
H -11.928 9.181 20.207 0.21
H -11.555 9.886 21.676 0.28


No. 2
76
Properties=species:S:1:pos:R:3:mulliken_charge:R:1 method="wB97M-V/def2-TZVPD" lumo_energy_ev=-4.7 total_energy_ha=-2958.212415 total_charge=+2
C 3.470 -18.564 -25.407 -1.51
C 4.752 -17.782 -25.598 0.37
C 5.335 -17.158 -24.324 -0.72
O 6.463 -16.298 -24.623 -0.37
C 7.130 -15.880 -23.451 -0.77
N 5.853 -18.665 -26.236 -0.30
H 6.606 -17.994 -26.182 0.36
H 5.977 -19.468 -25.635 0.35
H 5.729 -19.027 -27.170 0.33
H 3.468 -19.406 -24.714 0.38
H 3.173 -19.076 -26.322 0.43
H 2.600 -17.963 -25.139 0.39
H 4.597 -17.025 -26.366 0.27
H 5.717 -17.970 -23.706 0.35
H 4.594 -16.640 -23.715 0.50
H 8.092 -15.506 -23.802 0.28
H 7.446 -16.653 -22.750 0.34
H 6.586 -15.045 -23.009 0.31
C -1.891 -21.215 -18.274 -1.38
C -1.143 -21.781 -17.056 0.11
C 0.103 -22.640 -17.326 -0.68
O 0.663 -23.088 -16.116 -0.34
C 1.603 -24.167 -16.312 -0.76
N -0.664 -20.663 -16.157 -0.21
H 0.056 -20.128 -16.622 0.28
H -1.436 -20.075 -15.877 0.38
H -0.296 -21.071 -15.310 0.36
H -2.716 -20.555 -18.009 0.41
H -2.261 -22.051 -18.866 0.37
H -1.211 -20.585 -18.848 0.38
H -1.821 -22.382 -16.449 0.33
H 0.745 -22.131 -18.045 0.42
H -0.305 -23.532 -17.802 0.42
H 1.309 -25.011 -16.936 0.32
H 1.846 -24.558 -15.324 0.28
H 2.527 -23.709 -16.664 0.31
C -0.165 -12.277 -19.434 -0.99
C 0.436 -11.240 -18.510 0.54
O 0.332 -10.007 -18.692 -0.45
N 1.222 -11.690 -17.318 -0.09
H 1.892 -12.436 -17.437 0.34
H 1.761 -10.948 -16.895 0.40
C 0.303 -12.067 -16.105 -0.87
H -0.685 -11.802 -20.266 0.32
H -0.760 -13.031 -18.918 0.35
H 0.652 -12.840 -19.885 0.33
H 1.010 -12.199 -15.286 0.41
H -0.197 -13.018 -16.288 0.36
H -0.418 -11.282 -15.876 0.35
C 5.923 -21.694 -13.106 -0.99
C 7.147 -22.269 -12.393 0.52
O 7.354 -22.399 -11.244 -0.35
N 8.353 -22.614 -13.309 -0.22
H 8.443 -22.170 -14.212 0.38
H 9.137 -22.261 -12.779 0.36
C 8.481 -24.181 -13.588 -0.79
H 5.098 -22.403 -13.164 0.30
H 5.997 -21.480 -14.173 0.36
H 5.687 -20.724 -12.667 0.36
H 7.517 -24.562 -13.925 0.34
H 8.588 -24.617 -12.595 0.37
H 9.412 -24.437 -14.095 0.35
P 0.236 -16.653 -11.165 1.16
F 1.340 -17.387 -12.107 -0.36
F -0.629 -16.229 -12.511 -0.38
F -0.570 -18.030 -11.205 -0.36
F -1.019 -16.090 -10.200 -0.37
F 1.004 -17.210 -9.924 -0.33
F 1.094 -15.247 -11.152 -0.35
P 3.345 -16.840 -18.140 1.23
F 1.844 -16.436 -17.607 -0.37
F 3.597 -15.303 -18.692 -0.38
F 3.907 -16.287 -16.672 -0.37
F 4.844 -17.299 -18.579 -0.36
F 3.166 -18.321 -17.432 -0.39
F 2.720 -17.321 -19.556 -0.36


No. 3
118
Properties=species:S:1:pos:R:3:mulliken_charge:R:1 method="wB97M-V/def2-TZVPD" e_above_lowest_kcal_mol=67.25 lumo_energy_ev="-7.3 / -7.1" total_energy_ha=-5121.810244 total_charge=+2 spin_multiplicity=2
Ni 0.156 -0.191 -0.032 1.94
F -0.901 2.400 6.233 -0.37
C -1.258 3.028 5.086 0.09
C -0.930 2.416 3.906 -0.48
C -1.340 2.952 2.683 0.62
C -1.028 2.236 1.447 0.55
O -0.290 1.233 1.479 -0.41
C -1.634 2.804 0.283 0.06
C -2.315 3.981 0.356 -0.53
N -2.545 4.658 1.497 0.31
C -3.281 5.892 1.460 -0.42
C -4.472 6.040 0.562 -0.99
C -4.667 5.933 2.040 -0.36
C -2.082 4.148 2.688 -0.54
C -2.330 4.793 3.906 -0.56
C -1.958 4.252 5.131 -0.65
N -2.228 4.940 6.313 0.26
C -1.732 4.476 7.601 -0.77
C -1.934 5.586 8.646 -0.77
N -1.861 6.894 7.948 -0.10
C -3.056 7.087 7.074 -0.76
C -3.433 5.721 6.471 -0.71
C -1.616 2.089 -1.090 -0.53
O -2.017 2.742 -2.030 -0.73
O -1.298 0.867 -1.060 -0.64
H -0.378 1.487 3.906 0.63
H -2.699 4.406 -0.560 0.86
H -2.638 6.756 1.583 0.46
H -4.784 5.210 -0.054 0.35
H -4.618 7.001 0.092 0.27
H -5.074 5.008 2.424 0.21
H -4.973 6.807 2.594 0.31
H -2.839 5.742 3.875 0.91
H -0.669 4.246 7.508 0.52
H -2.241 3.566 7.947 0.41
H -1.165 5.521 9.418 0.39
H -2.907 5.514 9.136 0.35
H -1.015 6.880 7.363 0.38
H -1.773 7.667 8.619 0.36
H -2.807 7.814 6.299 0.43
H -3.879 7.484 7.669 0.37
H -3.939 5.868 5.522 0.47
H -4.136 5.199 7.134 0.31
C -4.979 -1.510 1.454 -0.75
C -4.297 -0.222 1.015 -0.69
N -2.873 -0.436 0.918 0.66
C -2.195 -1.433 1.517 -0.25
N -0.913 -1.546 1.235 1.09
C -0.134 -2.618 1.817 -0.60
C -1.004 -3.798 2.241 -1.00
C -2.134 -3.272 3.107 -0.63
N -2.850 -2.247 2.378 0.34
C -4.249 -2.034 2.684 -0.59
H -4.914 -2.249 0.655 0.23
H -6.029 -1.336 1.682 0.41
H -4.500 0.579 1.740 0.26
H -4.670 0.107 0.042 0.42
H -2.363 0.026 0.165 -0.08
H 0.428 -2.223 2.673 0.21
H 0.593 -2.953 1.074 0.00
H -0.419 -4.533 2.789 0.46
H -1.421 -4.279 1.354 0.34
H -1.741 -2.864 4.045 0.20
H -2.836 -4.074 3.352 0.47
H -4.355 -1.324 3.514 0.19
H -4.677 -2.988 3.000 0.41
C 6.478 -3.662 0.285 -1.22
C 5.816 -2.913 1.437 -0.43
C 4.287 -2.964 1.380 -0.51
C 3.719 -2.431 0.062 -0.56
N 4.120 -1.066 -0.186 0.10
C 3.512 -0.007 0.322 0.03
S 2.207 -0.248 1.438 -0.24
N 3.936 1.212 0.040 0.19
C 3.309 2.448 0.450 -0.60
C 3.862 2.969 1.778 -0.42
C 5.316 3.445 1.722 -0.71
C 6.334 2.307 1.695 -0.99
H 7.536 -3.808 0.492 0.39
H 6.397 -3.115 -0.649 0.29
H 6.022 -4.641 0.150 0.29
H 6.144 -1.870 1.443 0.13
H 6.134 -3.361 2.379 0.41
H 3.875 -2.378 2.205 0.16
H 3.948 -3.994 1.501 0.57
H 2.625 -2.472 0.092 -0.64
H 4.060 -3.033 -0.777 0.83
H 4.870 -0.923 -0.851 0.30
H 4.667 1.298 -0.653 0.41
H 2.230 2.281 0.547 -0.32
H 3.473 3.180 -0.345 0.65
H 3.770 2.187 2.535 0.20
H 3.230 3.805 2.079 0.45
H 5.498 4.043 2.618 0.37
H 5.461 4.101 0.861 0.29
H 6.090 1.562 2.451 0.25
H 7.330 2.692 1.908 0.41
H 6.368 1.817 0.726 0.21
F 1.478 0.754 -1.376 -0.57
Sb 2.164 0.321 -3.272 2.13
F 2.440 -1.476 -2.593 -0.62
F 3.964 0.557 -2.574 -0.61
F 2.845 -0.021 -4.978 -0.50
F 2.092 2.206 -3.470 -0.54
F 0.417 -0.149 -3.830 -0.52
N 0.031 -1.775 -1.269 0.32
C -0.490 -2.310 -2.149 0.43
C -1.179 -3.048 -3.120 -0.10
C -0.623 -3.328 -4.373 -0.37
C -1.358 -4.061 -5.287 -0.69
C -2.630 -4.512 -4.965 -0.39
C -3.178 -4.245 -3.718 -0.64
C -2.461 -3.518 -2.792 -0.52
H 0.365 -2.969 -4.619 0.52
H -0.936 -4.284 -6.254 0.42
H -3.199 -5.076 -5.687 0.41
H -4.164 -4.607 -3.468 0.41
H -2.876 -3.301 -1.817 0.57


No. 4
25
Properties=species:S:1:pos:R:3:mulliken_charge:R:1 method="wB97M-V/def2-TZVPD" e_above_lowest_kcal_mol=143.51 lumo_energy_ev=0.8 total_energy_ha=-385.611901
C 1.745 1.224 -2.180 -0.67
C 0.909 2.218 -1.485 -0.61
C 0.535 0.757 -1.523 1.37
C -0.652 0.185 -2.316 -1.57
C 1.284 -1.712 1.188 -1.13
C -2.105 -0.323 1.427 -0.86
C -0.006 -1.107 0.885 -0.02
N -0.537 -0.816 3.200 -0.69
N -0.811 -0.720 1.783 0.37
H 1.802 1.287 -3.347 0.16
H 2.670 0.970 -1.842 0.29
H 1.235 2.575 -0.624 0.36
H 0.126 2.851 -2.063 0.19
H -0.847 -0.796 -1.859 0.33
H -0.593 0.272 -3.361 0.44
H -1.451 0.869 -2.110 0.33
H 1.584 -2.511 0.542 0.35
H 1.629 -2.067 2.198 0.33
H 2.162 -0.953 0.991 0.24
H -2.457 0.672 1.901 0.32
H -2.177 -0.146 0.383 0.21
H -2.825 -1.089 1.560 0.37
H 0.678 0.045 -0.622 -0.63
H -0.818 -0.023 3.680 0.25
H -1.080 -1.660 3.595 0.25